Formula: C7H10BNO5
Source: the OMol25 dataset
Level of theory: the ωB97M-V functional and the def2-TZVPD basis

Each atom is followed by the atoms it is bonded to, with distances in Å.
Element x y z (Å)
1 B -1.43105 0.58067 -0.24031  N9 1.322, O12 1.508, O13 1.432
2 C 1.11140 1.93811 0.58403  C3 1.389, C6 1.382, H15 1.099
3 C -0.04059 2.62976 0.23043  C2 1.389, O12 1.293, H16 1.043
4 C -3.41890 -0.71638 -0.12197  C7 1.562, O10 1.205, O13 1.309
5 C 3.36996 -0.73175 -0.33831  C8 1.553, O11 1.190, O14 1.360
6 C 1.63662 0.86379 -0.10809  C2 1.382, O14 1.384, H17 1.018
7 C -4.97698 -0.79062 -0.03840  C4 1.562, H18 1.075, H19 1.165, H20 1.048
8 C 4.52771 -1.50005 0.35627  C5 1.553, H21 1.133, H22 1.001, H23 1.022
9 N -0.53936 -0.38528 -0.10446  B1 1.322, H24 1.031
10 O -2.96528 -1.83212 -0.10839  C4 1.205
11 O 3.18691 -0.90428 -1.50131  C5 1.190
12 O -1.03455 2.03237 -0.34113  B1 1.508, C3 1.293
13 O -2.85205 0.44120 -0.35175  B1 1.432, C4 1.309
14 O 2.65455 0.11238 0.45246  C5 1.360, C6 1.384
15 H 1.67520 2.17807 1.49688  C2 1.099
16 H -0.04305 3.61560 0.57223  C3 1.043
17 H 1.38814 0.86250 -1.09491  C6 1.018
18 H -5.37740 0.10329 0.40543  C7 1.075
19 H -5.40751 -0.71166 -1.11787  C7 1.165
20 H -5.34465 -1.69702 0.33739  C7 1.048
21 H 5.15002 -0.69417 0.85428  C8 1.133
22 H 5.00692 -1.95682 -0.39498  C8 1.001
23 H 4.01402 -2.10542 0.99974  C8 1.022
24 H -0.29007 -1.33217 -0.42725  N9 1.031

Results
total charge: 0
total energy: -19823.9488 eV
maximum force: 6.1 eV/Å
energy above the lowest of the compared OMol25 structures with the same formula, charge and spin: 34.16 kJ/mol
HOMO-LUMO gap (spin up / spin down): 0.26209 / 0.26185 Ha
highest occupied orbital energy (spin up / spin down): -8.14 / -8.13 eV